The following is a quantum chemistry calculation of one molecule with the formula C10H18N2O in a non-equilibrium geometry, from the Open Molecules 2025 dataset.

Computed properties:
energy relative to the best compared isomer or geometry (same formula, charge and spin): 5.5188 eV
total charge: 0
F_max: 4.0 eV/Å
HOMO level (spin up / spin down): -0.219 / -0.219 Ha

CARTESIAN COORDINATES (ANGSTROEM)
O: 3.2385 -1.7319 -0.8684
N: 2.8628 -0.5906 -0.5497
N: 1.4083 0.9129 1.1076
C: -0.0954 0.5224 -1.7193
C: -0.5595 0.3209 -0.3350
C: -1.3353 -1.4629 1.1471
C: -0.0167 -0.9180 1.7241
C: -2.6352 -1.2238 -1.0693
C: -1.3309 -1.0353 -0.3799
C: 0.3618 0.1962 0.8325
C: -1.5206 1.4457 0.1217
C: 3.4087 0.4844 -0.1176
C: 2.4588 1.5859 0.3495
H: -1.8815 1.0327 0.9599
H: 3.0316 2.1760 1.0905
H: 0.8224 -1.5750 1.5662
H: 0.6166 -0.1704 -2.0480
H: -1.0897 2.3217 0.3577
H: -0.6522 -1.7059 -0.9343
H: 4.4990 0.6294 0.2190
H: -2.1339 -0.8912 1.6081
H: -2.7932 -0.6303 -1.9902
H: -1.5428 -2.4652 1.3698
H: -3.4735 -0.9582 -0.4290
H: 2.0831 2.0592 -0.5350
H: -2.2851 1.7253 -0.5574
H: -0.9507 0.5071 -2.4089
H: -2.6500 -2.2517 -1.4177
H: 0.4263 1.4381 -1.8634
H: -0.1444 -0.5890 2.7589
H: 1.8726 0.8414 2.0105

Taken from the Mulliken analysis, the atomic charges in e are: -0.719, 0.300, 0.021, -2.315, 2.277, -1.406, -0.616, -1.606, 0.157, -0.164, -2.281, -0.552, -0.496, 0.679, 0.360, 0.355, 0.541, 0.451, 0.459, 0.293, 0.330, 0.318, 0.509, 0.367, 0.203, 0.407, 0.383, 0.403, 0.503, 0.410, 0.431

***

The following is a quantum chemistry calculation of a 8-piece molecular cluster, C22H30F7O22P2 overall in a non-equilibrium geometry, from the Open Molecules 2025 dataset.

Computed properties:
total charge: -1
F_max: 1.8 eV/Å
HOMO level: -0.093 Ha

CARTESIAN COORDINATES (ANGSTROEM)
P: 5.5148 0.0249 0.3176
P: 7.6148 -0.5605 0.8045
F: 0.4850 -2.3971 0.6396
F: 1.1055 -5.3594 -1.7775
F: 5.2933 3.8179 4.4188
F: 1.0324 5.6668 -2.0515
F: -2.5352 -0.0184 -5.5256
F: -11.1239 1.9491 0.3476
F: -7.3807 -0.8477 1.8000
O: 0.2734 2.9066 -3.9662
O: 1.9365 -7.0215 -0.4899
O: 4.3004 1.7943 4.2495
O: -8.9467 1.3972 0.0923
O: -8.0060 3.4041 0.4059
O: -1.0997 3.8304 -5.4847
O: 6.1089 0.4692 4.3551
O: -6.7408 1.6711 -0.2573
O: 1.2499 -6.3249 1.5257
O: 7.9984 -1.8726 -0.2356
O: -2.8371 0.3323 -1.1104
O: -1.4333 -0.8789 -2.3819
O: 4.1012 -0.4200 3.8981
O: 2.2900 1.4656 -0.5741
O: 2.6203 -8.0980 1.3667
O: -3.2607 -2.4279 1.2905
O: 0.2813 1.0278 0.3304
O: -4.9960 -2.4107 -0.1376
O: 1.7754 -0.6246 0.0789
O: -0.3111 5.0584 -3.7681
O: -2.8783 0.5260 -3.3545
O: -5.1753 -1.3846 1.8465
C: -6.3511 -1.9726 -0.0185
C: 0.7717 -5.3712 0.5691
C: 1.0361 3.4463 -2.8744
C: -4.3695 -2.1078 1.0275
C: -1.9080 0.1920 -4.3390
C: 8.6310 0.9519 0.3076
C: -0.4399 3.9238 -4.5042
C: 0.7836 -1.1058 0.9662
C: 5.3165 2.5396 4.8893
C: -9.4159 3.5759 0.5659
C: 4.7753 0.5201 4.1390
C: 6.5673 1.8130 4.4763
C: -2.4258 0.0198 -2.1788
C: -0.3750 -0.1910 0.6862
C: -1.3166 -1.0782 -3.7934
C: -6.2464 -0.9111 1.0386
C: 0.8359 -6.1552 -0.7108
C: -9.8757 2.1699 0.8336
C: -7.7954 2.1164 0.0478
C: 0.2406 4.6677 -2.5155
C: 1.5269 0.6962 -0.1016
C: 2.0004 -7.2300 0.8537
H: 5.8999 1.4208 0.6449
H: -6.7246 -1.5864 -0.9651
H: -0.2781 -1.2206 -4.0851
H: 5.1368 2.5502 5.9680
H: 1.1588 -1.0669 1.9917
H: -6.0127 0.0853 0.6534
H: 5.1601 -0.2377 1.7082
H: 7.3627 1.8883 5.2166
H: -0.9739 -0.5308 -0.1480
H: 4.1607 0.4068 0.0657
H: -9.8412 3.9797 -0.3552
H: -0.2370 -5.0432 0.8127
H: 8.0927 -2.6094 0.3454
H: -9.6371 4.2559 1.3860
H: -9.8378 1.8739 1.8843
H: -0.0567 -6.7500 -0.9212
H: -1.8919 -1.9596 -4.0846
H: -6.9779 -2.8105 0.2970
H: 8.5994 1.6408 1.1541
H: 5.8566 0.3166 -1.1024
H: 9.6424 0.6092 0.0542
H: 5.2695 -1.3707 -0.0600
H: -1.1967 1.0144 -4.4434
H: 8.1622 1.4274 -0.5767
H: -0.5680 4.4864 -1.8037
H: 1.1116 2.7335 -2.0549
H: 2.0418 3.6930 -3.2186
H: 6.9447 2.1578 3.5107
H: -1.0205 -0.0544 1.5515
H: 1.4311 -4.5041 0.5567

Taken from the Mulliken analysis, the atomic charges in e are: 0.575, 0.005, -0.192, -0.279, -0.306, -0.281, -0.332, -0.282, -0.323, -0.326, -0.321, -0.285, -0.271, -0.300, -0.524, -0.214, -0.564, -0.327, -0.497, -0.499, -0.318, -0.493, -0.692, -0.513, -0.526, -0.338, -0.316, -0.317, -0.345, -0.317, -0.328, -0.499, -0.164, 0.005, 0.637, 0.685, -0.936, 0.686, 0.244, 0.248, -0.445, 0.516, -0.273, 0.657, 0.378, -0.502, 0.587, 0.318, 0.309, 0.657, 0.349, 0.690, 0.613, -0.085, 0.276, 0.332, 0.262, 0.257, 0.274, -0.446, 0.280, -0.377, -0.526, 0.284, 0.217, 0.325, 0.269, 0.293, 0.277, 0.248, 0.282, 0.220, 0.083, 0.330, -0.124, 0.000, 0.277, 0.292, -0.103, 0.225, 0.167, 0.306, 0.171

***

The following is a quantum chemistry calculation of one molecule with the formula C2H5N3O2 in a non-equilibrium geometry, from the Open Molecules 2025 dataset.

Computed properties:
energy relative to the best compared isomer or geometry (same formula, charge and spin): 6.5969 eV
total charge: 0
F_max: 1.9 eV/Å
HOMO level (spin up / spin down): -0.288 / -0.288 Ha

CARTESIAN COORDINATES (ANGSTROEM)
O: -1.1989 -2.3944 -0.4176
O: -3.4031 -0.8871 -0.0031
N: -2.3668 -1.0518 0.6106
N: 1.0682 0.2722 0.0177
N: -0.1100 -1.6939 -0.4365
C: -0.0741 -0.4702 -0.0204
C: -1.3830 0.0760 0.4421
H: -1.2824 0.5268 1.4332
H: 0.7263 -2.1728 -0.7827
H: 1.8635 -0.0369 -0.5177
H: -1.7582 0.8326 -0.2667
H: 0.9642 1.2682 0.1112

Taken from the Mulliken analysis, the atomic charges in e are: -0.603, -0.406, 0.073, -0.464, 0.146, 0.333, -0.331, 0.269, 0.181, 0.210, 0.366, 0.225

***

The following is a quantum chemistry calculation of C28H31N3O2Pd as an isolated structure in a non-equilibrium geometry, from the Open Molecules 2025 dataset.

Computed properties:
spin multiplicity: 5
energy relative to the best compared isomer or geometry (same formula, charge and spin): 5.0950 eV
total charge: +2
F_max: 6.2 eV/Å
HOMO level (spin up / spin down): -0.438 / -0.508 Ha

CARTESIAN COORDINATES (ANGSTROEM)
Pd: 2.4963 0.9763 0.1854
O: 0.1706 -2.0902 -0.6428
O: -0.0955 -0.2692 0.6712
N: 2.2231 1.7613 -1.8780
N: 0.7661 2.4291 0.2570
N: -2.2782 -1.3079 2.3501
C: 0.7067 -4.1817 3.0585
C: -3.1440 0.5358 1.0899
C: 0.3671 2.9519 -0.9201
C: 2.8590 -0.8261 -0.9010
C: -1.2238 -2.1917 2.6010
C: 4.3935 0.8802 0.5232
C: -2.7152 -3.1077 0.0343
C: -0.0442 -1.5313 0.4542
C: 2.9563 1.4276 -2.9492
C: 2.7443 1.9266 -4.2526
C: -2.6026 -1.7371 -2.5317
C: -3.1655 0.3887 -1.3110
C: -0.2026 -2.4344 1.6632
C: 1.1664 2.6117 -2.0979
C: -2.8922 -0.9781 -1.2677
C: -0.7758 3.7924 -1.0070
C: 0.7465 -3.4388 1.8751
C: 1.6948 2.8232 -4.4682
C: -3.3617 1.1362 -0.1475
C: -2.7924 -1.6171 -0.0224
C: -1.0726 3.5078 1.3359
C: -1.2171 -2.9059 3.8140
C: 0.8943 3.1376 -3.3852
C: -0.2767 -3.9132 4.0272
C: -2.7397 -0.8070 1.1313
C: 0.0423 2.6898 1.3547
C: -1.4902 4.0939 0.1644
C: 2.3380 0.4281 1.9643
H: 2.8129 -1.6566 -0.1789
H: -2.9214 -3.5035 1.0319
H: 3.7434 0.6937 -2.7869
H: 2.0632 -0.9655 -1.6539
H: -1.9881 -2.6790 4.5536
H: -1.7200 -3.4496 -0.2803
H: 0.0470 3.8311 -3.5039
H: 4.3783 1.5720 -0.2843
H: -3.2909 -2.5870 -2.6404
H: 4.5807 1.4200 1.6178
H: -2.6823 -0.8989 3.1838
H: 1.4842 -3.6260 1.0875
H: -2.3486 4.7409 0.1155
H: -0.2938 -4.4754 4.9640
H: 1.4405 -4.9749 3.2125
H: -1.0690 4.2015 -1.9536
H: 4.6908 -0.2110 0.5122
H: 2.8668 1.1463 2.6491
H: 0.3490 2.1935 2.2681
H: -1.5960 3.6868 2.2874
H: -1.5669 -2.1180 -2.4971
H: 3.4158 1.6189 -5.0607
H: -3.6525 2.1855 -0.1852
H: -2.7130 -1.0654 -3.3928
H: -3.1981 1.0922 2.0287
H: -3.4402 -3.5488 -0.6604
H: 1.5031 3.2364 -5.4528
H: 1.2583 0.5393 1.8288
H: -3.2474 0.8766 -2.2845
H: 2.7668 -0.6376 2.0861
H: 3.8522 -0.7986 -1.3839

Taken from the Mulliken analysis, the atomic charges in e are: 0.308, -0.683, -0.235, 0.419, 0.155, 0.211, -0.691, -0.752, 0.731, -1.501, 0.076, -0.988, -1.548, -0.164, -0.007, -0.813, -1.645, -1.023, 1.457, 0.517, 1.108, -0.387, -0.684, -0.664, -0.782, 1.342, -0.660, -0.641, -0.608, -0.686, -0.160, -0.097, -0.856, -0.462, 0.379, 0.315, 0.355, 0.494, 0.449, 0.252, 0.312, 0.427, 0.369, 0.361, 0.360, 0.459, 0.546, 0.432, 0.464, 0.405, 0.287, 0.475, 0.546, 0.462, 0.269, 0.430, 0.688, 0.409, 0.422, 0.587, 0.484, -0.347, 0.418, 0.313, 0.592

***

The following is a quantum chemistry calculation of an isolated ion of composition C6H12N and charge +1 in a non-equilibrium geometry, from the Open Molecules 2025 dataset.

Computed properties:
energy relative to the best compared isomer or geometry (same formula, charge and spin): 2.4438 eV
total charge: +1
F_max: 3.5 eV/Å
HOMO level: -0.438 Ha
SMILES: C=C/C=C/CC[NH3+]

CARTESIAN COORDINATES (ANGSTROEM)
N: -1.3606 0.5324 -2.6384
C: -0.0659 0.2522 0.0560
C: 0.1755 0.3853 2.5697
C: 0.1945 -0.2692 1.3045
C: 0.0652 -0.0753 -2.5679
C: 0.8301 -0.2239 3.5537
C: 0.3598 -0.6019 -1.1352
H: 0.3621 -1.4001 1.4473
H: 0.1858 -0.9620 -3.2879
H: 0.0926 -1.6770 -1.0614
H: -1.6409 0.3111 -3.6221
H: -1.8643 -0.0650 -2.0121
H: 1.1084 0.1741 4.5201
H: 1.4608 -0.7160 -0.9260
H: 1.4712 -1.0673 3.4808
H: 0.0384 1.3996 -0.0717
H: 0.7813 0.6546 -2.9496
H: -1.3742 1.5246 -2.4320
H: -0.4521 1.2932 2.6991

Taken from the Mulliken analysis, the atomic charges in e are: -0.271, -0.151, -0.157, -0.246, -0.684, -0.844, -0.498, 0.254, 0.351, 0.408, 0.374, 0.343, 0.293, 0.379, 0.264, 0.178, 0.364, 0.337, 0.305

***

The following is a quantum chemistry calculation of C31H34BBaN9S2Si as an isolated structure in a non-equilibrium geometry, from the Open Molecules 2025 dataset.

Computed properties:
energy relative to the best compared isomer or geometry (same formula, charge and spin): 0.7748 eV
total charge: 0
F_max: 3.1 eV/Å
HOMO level: -0.233 Ha

CARTESIAN COORDINATES (ANGSTROEM)
Ba: 0.5428 0.1264 -0.0099
S: 3.0299 -1.5474 -1.5092
S: 0.7969 -0.6948 3.4831
Si: -0.0395 3.3851 -0.6783
N: -4.6289 -4.1523 -1.2524
N: -1.4363 -1.1585 -1.4908
N: -5.5773 -5.0770 -1.6588
N: 2.5113 -1.8678 1.6342
N: -3.2616 -2.2416 -2.1858
N: 4.2608 -0.0927 0.5319
N: 0.9333 -3.1708 2.5936
N: 4.4720 0.7791 -1.5686
N: -5.9285 -5.7936 -0.7167
C: 2.6771 -3.1486 1.2053
C: 1.0492 4.5320 3.0866
C: -3.9695 -3.3586 1.1257
C: -1.3973 -3.6245 -1.1211
C: -5.2497 -5.3568 0.4458
C: -5.3917 -5.7244 1.7926
C: 1.1752 4.4502 -1.6696
C: 1.4952 -1.9240 2.5840
C: -0.4729 -3.3046 3.0495
C: 1.2643 6.3907 -3.1543
C: -2.0294 -2.3573 -1.5555
C: 3.9035 -0.2697 -0.8392
C: -1.0969 5.0743 1.4941
C: 0.5878 5.6455 -2.1803
C: -3.3192 -0.9459 -2.6881
C: 2.4841 4.1787 -2.0269
C: 0.9519 3.9269 1.8780
C: -4.4069 -3.1141 -2.3173
C: 5.0308 1.1015 0.6078
C: 1.6341 -3.9108 1.6355
C: -0.9368 5.7363 2.6685
C: -4.1010 -3.7653 2.4209
C: 3.1921 4.9693 -2.9782
C: 5.1178 1.7109 -0.6414
C: -4.5358 -4.2019 0.1438
C: -4.8154 -4.9451 2.7635
C: 2.5222 6.0045 -3.5986
C: 0.1202 5.4678 3.5445
C: 4.9021 0.6216 -2.9854
C: -0.1365 4.1745 1.0400
C: -2.2005 -0.3130 -2.2539
B: 3.3116 -0.4742 1.7037
H: -5.9201 -6.6789 1.9813
H: -0.6448 -4.3976 3.2243
H: -0.7290 -2.6912 3.8828
H: 4.1879 4.6510 -3.3201
H: -5.3043 -2.4514 -2.4239
H: -2.0161 5.2006 0.9820
H: 1.4371 -4.9455 1.4135
H: -4.9467 -5.2997 3.7944
H: 3.0882 6.5829 -4.3061
H: 1.9610 4.2599 3.6949
H: -1.6291 -3.8762 -0.0644
H: 3.1081 3.3891 -1.4607
H: -1.6340 6.5212 2.9462
H: -1.4632 3.6776 -1.1726
H: 3.8864 -0.3286 2.7830
H: -1.9838 0.7209 -2.4539
H: 5.5429 2.6410 -1.0572
H: 1.7786 3.2992 1.5872
H: 5.3934 1.5228 1.5603
H: -3.7159 -3.0976 3.2302
H: 3.5357 -3.4849 0.6675
H: -4.0589 -0.6219 -3.4263
H: 5.9574 0.6065 -3.0987
H: -1.1543 -3.0585 2.2305
H: 4.4898 1.4135 -3.5874
H: -0.4163 5.8747 -1.8655
H: -0.3214 -3.5803 -1.3734
H: 0.8047 7.2829 -3.5201
H: -4.3397 -3.6963 -3.2440
H: -3.2719 -2.5507 0.8157
H: 0.1614 5.8222 4.5797
H: -1.7260 -4.4595 -1.7393
H: 2.4018 0.3429 1.7776
H: 4.5069 -0.3301 -3.3902

Taken from the Mulliken analysis, the atomic charges in e are: 1.437, -0.283, -0.216, -0.385, 0.610, 0.015, -0.595, 0.731, 0.386, 0.042, 0.161, 0.394, -0.516, -0.409, -0.392, -0.648, -0.916, 0.111, -0.469, 0.207, -0.399, -1.236, -0.625, 0.304, -0.076, -0.298, -0.477, -0.470, 0.397, -0.434, -0.578, -0.581, -0.832, -0.317, -0.441, -0.313, -0.528, 0.798, -0.699, -0.551, -0.605, -1.046, 0.309, -0.779, -0.463, 0.368, 0.326, 0.447, 0.343, 0.374, 0.408, 0.470, 0.371, 0.352, 0.260, 0.143, -0.062, 0.333, -0.310, -0.132, 0.362, 0.514, 0.378, 0.435, 0.441, 0.605, 0.384, 0.369, 0.423, 0.293, 0.320, 0.341, 0.381, 0.293, 0.553, 0.353, 0.356, -0.110, 0.295